70
Properties=species:S:1:pos:R:3:forces:R:3:lowdin_charge:R:1 method="wB97M-V/def2-TZVPD" smiles="C[C@@H](F)P(N)(CCC(=O)Nc1ccccc1)(c1cccnc1)P(O)Br.CN(C)C=O.CN(C)C=O" homo_lumo_gap_ev=7.32 e_homo_ev=-7.4 charge=0 lumo_energy_ev=-0.09
P 2.310 -0.862 2.004 2.801 1.945 1.373 0.468
C -4.919 -3.148 -0.190 0.322 3.277 1.891 -0.084
H -5.507 -3.885 2.146 0.862 2.048 -1.993 0.092
C -0.617 1.107 -9.158 0.018 0.005 0.224 -0.067
H -1.119 2.071 2.630 -0.892 -2.222 -0.963 0.136
C -4.500 -1.852 -1.121 -0.287 0.869 3.495 -0.077
H -1.604 -0.853 0.120 -0.136 -1.430 1.021 0.015
C 1.187 -2.118 -1.417 -0.543 5.948 -1.862 -0.051
C 1.200 -0.181 -8.080 -0.448 0.377 0.559 -0.323
H 1.701 0.309 -4.515 -0.783 -0.586 2.675 0.090
N -1.457 -1.665 0.791 0.747 0.336 -1.145 -0.162
H -1.212 1.738 -6.765 0.188 -0.135 -0.080 0.089
H -5.115 -1.341 3.263 0.454 -0.247 -2.555 0.094
C -0.421 -0.096 2.734 0.482 0.903 1.150 -0.289
C -1.477 1.027 2.176 -0.660 0.896 0.593 -0.134
H 0.524 0.485 3.159 -2.000 -1.171 -0.830 0.067
H -0.583 2.200 -9.192 -0.123 -0.062 -0.182 0.089
H -5.043 -4.215 -0.670 0.295 2.509 0.937 0.078
H 4.207 4.640 6.432 -0.187 0.039 0.109 0.091
H 1.906 -2.304 -3.741 -0.924 1.893 1.920 0.089
H 3.929 3.895 2.822 0.191 0.148 -0.020 0.092
N -4.282 1.103 1.920 2.690 -2.084 -1.224 0.015
H -1.385 -2.497 0.131 -0.267 1.239 1.142 0.060
C -0.339 1.086 -6.680 0.226 -0.178 0.182 -0.055
C 4.488 4.091 3.742 0.118 -0.240 -0.228 -0.043
H 4.489 5.164 3.952 -0.058 -0.245 0.044 0.090
C -4.497 -0.222 1.167 -0.854 -3.358 -1.121 -0.170
O 1.854 -0.602 -7.134 -0.649 0.477 -0.462 -0.004
H -0.177 0.705 -10.075 -0.017 0.028 0.208 0.084
H 2.613 4.796 5.639 0.027 0.022 0.218 0.091
C 1.522 -1.523 -2.930 -0.523 0.790 1.755 -0.040
H 0.736 -4.131 4.065 0.903 1.986 -1.323 0.100
C -3.028 0.831 2.767 0.219 -1.608 6.014 -0.250
C -5.175 -3.001 1.425 1.346 4.113 -2.050 -0.050
H 1.452 -0.450 -9.119 -0.097 0.069 -0.011 0.129
P 0.216 -1.333 1.424 -2.303 -0.601 -2.732 0.585
N 3.876 3.357 4.830 -0.226 -1.632 0.104 -0.205
H 2.943 3.416 6.718 0.096 0.052 -0.183 0.087
H 0.225 1.444 -0.326 1.090 -1.951 -2.009 0.093
O 4.184 1.304 3.806 -0.250 0.702 0.220 -0.026
C 3.378 4.091 5.976 0.079 0.036 -0.135 -0.063
C -4.950 -1.503 2.115 0.432 -0.772 -4.442 0.004
H 0.882 -2.249 4.131 0.904 -1.811 -1.281 0.064
H -4.315 -1.971 -2.285 -0.505 0.121 2.799 0.084
H -0.845 -0.729 3.647 0.585 1.416 -2.128 0.122
H -4.006 1.772 1.145 -0.248 -0.844 1.255 0.108
C 0.441 -3.161 2.011 0.347 -1.232 1.641 -0.370
H 1.054 -3.753 1.193 -1.382 1.103 1.771 0.100
H -3.954 0.595 -1.135 -0.780 -2.165 1.474 0.088
Br 3.740 -2.398 1.033 -0.623 0.592 -0.173 0.222
H 3.303 1.526 5.622 0.036 0.098 0.013 0.137
C -4.277 -0.336 -0.487 -1.182 -4.097 3.110 -0.034
N 0.105 0.652 -7.988 1.097 -0.856 -0.374 -0.209
H -0.592 0.206 -6.080 -0.008 0.208 0.113 0.091
O -3.141 0.457 4.070 0.449 2.326 -8.550 -0.056
C 1.190 -3.186 3.500 -0.957 -1.320 0.136 -0.163
H 0.477 1.624 -6.188 -0.214 -0.010 0.116 0.087
C 3.785 1.984 4.743 0.166 0.992 -0.076 -0.301
O 2.737 0.692 1.343 -0.768 -1.518 1.129 -0.424
H 5.516 3.740 3.611 -0.103 0.151 -0.146 0.097
C 1.400 0.028 -3.405 -0.946 -1.978 4.129 -0.105
H -1.481 1.170 1.014 -0.069 -0.520 2.221 0.084
H -1.657 0.775 -9.083 0.013 0.117 -0.195 0.089
H 1.268 -3.241 -1.101 -0.095 2.470 -0.833 0.076
H 2.345 -3.375 3.431 -2.312 0.786 0.055 0.052
C 0.686 -0.889 -0.397 1.616 0.390 -5.502 -0.275
F -0.870 -3.868 2.231 2.697 1.557 -0.792 -0.148
C 0.610 0.591 -1.071 0.438 -1.679 -0.669 -0.127
N 0.914 1.065 -2.451 0.728 -5.418 1.322 -0.028
H 3.153 1.201 2.102 -0.244 -1.063 -0.849 0.003

---

74
Properties=species:S:1:pos:R:3:forces:R:3:lowdin_charge:R:1 method="wB97M-V/def2-TZVPD" homo_lumo_gap_ev=6.12 e_homo_ev=-4.7 charge=-1 lumo_energy_ev=1.41
P 0.868 1.262 1.815 0.500 -0.896 0.188 0.419
H -10.752 -1.139 0.979 0.053 0.030 -0.017 0.051
O 7.677 2.701 -3.240 0.214 -0.137 -0.053 -0.551
O 3.407 3.158 1.952 -0.230 1.463 1.111 -0.102
C 4.063 -1.613 1.349 -1.182 -0.544 0.396 -0.099
H -4.651 -0.625 0.724 -0.050 -0.473 -1.298 0.114
C 1.899 -0.276 1.462 1.347 -1.775 -0.727 -0.237
H -0.503 0.956 1.524 1.031 0.135 -0.507 -0.042
O -4.434 0.982 -0.539 -0.254 -0.747 -0.370 -0.139
H -9.831 -2.673 1.020 0.082 0.041 -0.009 0.058
S 0.914 1.845 3.675 -0.010 0.126 0.339 0.092
C 1.205 -1.473 0.839 0.307 0.551 0.204 -0.171
H -4.846 -1.066 -1.097 0.287 0.777 0.648 0.119
H -2.932 -2.883 0.325 0.643 0.759 -0.375 0.119
C 8.365 0.169 -3.676 -0.016 -0.061 -0.113 -0.259
C 1.896 -2.724 0.480 3.203 0.961 0.900 -0.118
H 7.438 -0.237 -3.270 0.078 0.067 0.093 0.051
S 8.723 1.721 -2.834 -0.108 -0.025 -0.025 0.787
H 5.947 -0.994 2.445 -0.335 -0.885 -0.613 0.095
C 4.206 -4.043 0.312 2.511 -3.164 0.580 -0.663
C -9.940 -1.708 0.523 -0.091 -0.107 0.027 -0.271
H 5.120 0.815 2.530 -0.991 -0.103 -0.174 0.106
H 1.373 2.236 0.893 -0.550 -0.562 0.197 -0.002
N -0.157 -1.317 0.594 0.833 -2.931 -1.062 0.098
C -0.755 -2.388 0.015 0.305 0.627 0.662 -0.238
H 8.247 0.345 -4.746 0.006 0.108 0.044 0.056
C -8.343 -0.769 2.454 0.008 -0.045 0.121 -0.265
H -3.593 1.412 -0.310 -0.345 -0.413 -0.079 0.077
H -2.346 -0.250 -1.290 -0.129 -0.353 0.989 0.127
C 0.021 -3.628 -0.271 0.476 -0.214 0.008 -0.562
H 5.384 -0.727 -0.674 1.509 -0.281 1.457 0.163
C -4.298 -0.465 -0.336 2.095 0.881 1.392 -0.211
C 7.104 0.466 0.505 0.210 -4.696 -3.113 -0.008
O -7.301 -1.654 0.170 -0.364 0.152 0.170 -0.543
S -7.638 4.047 -1.678 0.101 -0.074 0.113 0.802
H 10.596 3.068 -3.436 -0.097 -0.042 0.052 0.046
C -2.718 -0.704 -0.328 -1.129 -0.337 -0.589 -0.192
O -6.891 5.302 -1.379 -0.171 -0.157 0.048 -0.560
H -7.403 1.794 -0.892 -0.015 -0.036 -0.062 0.032
O 3.854 1.984 1.371 0.570 -1.680 -0.061 -0.204
H -9.783 4.851 -1.015 0.086 -0.018 -0.040 0.044
H -9.642 3.094 -0.764 0.055 0.005 -0.041 0.045
H 9.980 2.160 -4.838 -0.075 -0.008 0.046 0.054
H -2.402 -2.624 -1.372 -0.117 0.456 1.163 0.094
N 1.334 -3.874 -0.075 -3.494 3.258 0.567 0.136
C 5.614 -1.623 1.586 -0.339 1.038 -3.272 -0.053
O 4.919 -4.741 1.162 -2.237 2.927 -0.609 -0.120
H 6.077 -2.639 1.529 -0.720 0.755 0.371 0.111
H -10.159 -1.866 -0.533 0.100 0.061 0.029 0.049
C -9.130 4.053 -0.663 -0.114 0.062 0.100 -0.282
C -6.818 2.707 -0.796 -0.046 0.222 -0.048 -0.280
S -8.403 -0.773 0.653 0.177 -0.136 -0.066 0.792
H 3.482 1.124 3.318 0.444 0.198 -1.062 0.080
H -9.208 -0.231 2.846 0.019 0.015 -0.059 0.052
Br -1.012 -5.135 -1.046 0.703 0.998 0.534 0.653
C 3.396 -2.770 0.735 -0.540 2.035 1.126 0.046
C 6.132 -0.824 0.204 2.626 1.499 2.230 -0.186
H 10.966 1.334 -3.593 -0.051 0.002 0.041 0.051
O 7.573 -0.926 -0.080 -3.140 0.155 0.462 -0.194
H -7.430 -0.261 2.766 -0.021 -0.006 -0.120 0.052
H 7.259 0.944 -0.488 -0.155 1.286 1.758 0.058
C 3.337 -0.350 1.728 -1.876 -1.276 -1.057 -0.092
H 7.802 0.440 1.370 -1.256 1.135 -0.340 0.109
C 10.214 2.104 -3.773 0.092 0.021 -0.133 -0.278
C 4.021 0.924 2.349 -0.312 -1.165 -0.226 -0.162
H 9.177 -0.538 -3.498 -0.041 0.033 0.084 0.057
H -2.335 -0.091 0.532 -0.097 -0.874 -0.729 0.089
O 4.180 -4.374 -0.888 -0.939 1.529 0.112 -0.042
H -8.335 -1.793 2.828 0.017 0.001 -0.096 0.059
C -2.296 -2.215 -0.319 1.175 -0.287 -0.653 -0.168
H -5.838 2.551 -1.238 -0.124 0.030 -0.019 0.030
H -6.704 2.970 0.257 -0.014 0.078 -0.047 0.064
H -8.869 4.231 0.381 0.079 0.007 -0.051 0.054
H 3.924 3.258 2.776 -0.169 0.025 -0.446 0.103

---

63
Properties=species:S:1:pos:R:3:forces:R:3:lowdin_charge:R:1 method="wB97M-V/def2-TZVPD" e_above_lowest_ev=1.032 homo_lumo_gap_ev="3.43 / 2.55" e_homo_ev="-12.2 / -12.2" charge=+2 lumo_energy_ev="-8.72 / -9.60"
H -4.196 -1.449 -0.928 0.877 0.392 0.263 0.113
H -1.189 -0.717 -3.557 -0.118 0.629 0.338 0.137
H -3.268 2.571 -6.911 0.117 -0.216 0.077 0.076
C 2.393 -2.550 3.301 0.149 0.539 0.381 -0.176
C -2.982 2.352 -1.478 -0.163 0.408 0.555 -0.198
H -3.329 3.388 -1.296 0.367 -0.399 0.003 0.140
H -6.998 2.142 -0.960 -0.036 -0.272 0.097 0.067
C -6.918 1.050 -1.039 0.379 0.209 0.303 -0.195
H -4.127 4.217 -5.290 0.090 -0.121 0.235 0.075
H -4.426 4.008 -3.535 0.258 -0.039 -0.238 0.060
C -6.236 -1.064 -2.857 0.688 -0.204 0.201 -0.191
H -5.734 2.374 -5.749 0.185 -0.249 0.171 0.110
P -3.647 1.946 -4.616 -0.121 1.075 -0.797 0.987
C -3.362 0.279 -0.074 0.626 -0.581 0.158 -0.055
H -6.607 2.619 -3.463 0.108 -0.326 -0.236 0.097
C -2.897 1.776 -6.253 0.156 -0.182 0.086 -0.199
P -5.768 0.637 -2.377 -2.322 -0.453 -0.183 1.000
H -1.017 -0.100 -1.896 -0.334 0.297 -0.596 0.070
H -3.191 -1.529 -2.970 0.173 0.446 0.457 0.137
H -7.362 1.132 -4.089 0.204 0.123 0.106 0.113
C 3.133 -3.714 3.536 -0.214 0.190 0.103 -0.013
C -3.750 3.759 -4.366 0.273 -0.167 0.293 -0.193
Br 1.354 0.032 4.074 -0.079 -0.025 0.163 0.797
H -5.454 0.627 -5.565 -0.120 0.323 0.249 0.097
C 2.096 -1.684 4.378 0.238 -1.050 -0.040 -0.592
H 1.770 0.727 1.132 0.063 0.005 -0.324 -0.041
H 3.349 -3.545 6.937 -0.046 0.028 -0.230 0.113
H -3.817 1.831 -2.007 0.456 0.340 0.406 0.021
H 3.450 -4.312 2.679 -0.188 0.114 0.329 0.127
H -1.096 3.200 -2.244 -0.307 -0.015 -0.458 0.154
H -5.957 -1.745 -2.043 -0.215 0.027 -0.342 0.060
C -1.669 1.409 -3.349 0.838 -0.342 -0.552 -0.163
H 1.449 1.370 -0.530 0.365 0.103 0.191 -0.044
H -2.745 4.143 -4.151 -0.300 0.116 -0.062 0.065
C -1.639 -0.027 -2.814 -0.684 -0.564 -0.596 -0.144
H -3.168 0.795 -6.663 0.204 0.214 -0.016 0.071
H -1.809 1.848 -6.144 -0.226 0.006 -0.338 0.055
H -7.324 -1.098 -3.004 0.225 0.109 0.048 0.079
H -6.510 0.644 -0.106 -0.262 0.119 -0.129 0.062
H -0.978 1.592 -4.186 -0.096 0.087 0.525 0.119
C 3.460 -4.083 4.839 0.036 0.108 0.159 -0.060
C -6.400 1.597 -3.823 0.575 0.497 -0.132 -0.341
H -7.905 0.611 -1.240 0.230 0.114 -0.007 0.078
H -3.266 2.287 0.666 0.186 -0.552 -0.242 0.136
C 3.100 -3.263 5.916 -0.278 0.157 -0.527 -0.055
H -5.728 -1.373 -3.782 -0.170 0.061 0.311 0.069
C -1.817 2.387 -2.376 -0.107 0.830 0.447 -0.063
C 1.988 0.615 0.061 -0.067 0.128 -0.005 -0.340
H -1.708 1.633 0.211 -0.430 -0.025 -0.215 0.143
C -3.065 -0.512 -2.545 -0.637 -0.625 -0.613 -0.255
H 3.076 0.670 -0.097 -0.403 0.196 -0.028 0.002
O 2.906 -2.242 0.978 -1.726 0.136 0.619 -0.142
C 2.001 -2.211 1.899 0.328 0.201 -0.975 -0.643
C -3.585 -0.547 -1.126 -0.765 -0.480 0.215 -0.141
C 2.420 -2.057 5.687 0.187 -0.292 -0.527 -0.110
Pb 1.316 -1.402 -0.619 0.533 -0.654 0.888 1.260
H 4.001 -5.016 5.008 -0.143 0.359 0.004 0.114
H -3.465 -0.153 0.933 -0.665 0.318 -0.422 0.141
C -5.443 1.592 -5.028 -0.010 -0.556 0.312 -0.335
O 0.787 -1.890 1.625 1.121 -0.282 -0.179 -0.221
H -3.734 0.121 -3.189 0.838 -0.844 0.402 -0.013
H 2.143 -1.410 6.509 0.115 0.014 -0.014 0.101
C -2.774 1.650 -0.096 0.040 0.497 -0.073 -0.121